Computed, not measured: 7 unconnected molecules or ions with the total composition C22H40NO17S2 in a non-equilibrium geometry, with ωB97M-V/def2-TZVPD.

## Properties
Energy relative to the best compared isomer or geometry (same formula, charge and spin), kcal/mol: 51.0
Total energy, a.u.: -2992.375855
Total charge: -1
Kohn-Sham gap, eV: 7.4209

XYZ file:
```
82
C22H40NO17S2, DFT ωB97M-V/def2-TZVPD
N -0.63 1.11 -0.33
O -0.89 2.25 -0.79
O -0.81 0.09 -1.00
O -0.25 1.05 0.83
O 1.20 1.34 -3.27
C 2.15 1.79 -2.60
O 3.21 2.40 -3.09
C 4.24 2.73 -2.20
C 3.91 1.83 -1.12
C 2.40 1.54 -1.17
H 4.35 3.77 -1.88
H 5.19 2.40 -2.62
H 4.07 2.39 -0.19
H 4.50 0.92 -1.10
H 1.74 2.09 -0.51
H 2.18 0.49 -1.00
O -4.55 -0.47 5.43
C -3.87 -0.04 4.51
O -3.63 -0.70 3.44
C -2.58 -0.06 2.65
C -2.86 1.39 2.97
C -3.34 1.40 4.42
H -2.71 -0.19 1.57
H -1.66 -0.56 2.93
H -3.63 1.75 2.29
H -1.93 1.92 2.77
H -4.17 2.10 4.57
H -2.57 1.60 5.16
O -0.25 -1.29 -3.68
C -0.15 -2.43 -3.23
O -0.53 -3.57 -3.84
C -0.16 -4.69 -3.02
C 0.78 -4.15 -1.94
C 0.29 -2.73 -1.84
H 0.30 -5.52 -3.56
H -1.10 -5.05 -2.58
H 1.85 -4.30 -2.02
H 0.59 -4.66 -0.99
H 1.08 -2.00 -1.69
H -0.60 -2.56 -1.24
O -3.10 -1.06 -2.53
C -3.96 -1.94 -2.28
O -3.88 -3.13 -2.83
C -5.11 -3.77 -2.71
C -6.14 -2.71 -2.46
C -5.30 -1.79 -1.55
H -4.93 -4.42 -1.86
H -5.39 -4.37 -3.57
H -7.04 -3.09 -1.98
H -6.45 -2.25 -3.40
H -5.36 -2.22 -0.55
H -5.62 -0.75 -1.54
O 2.55 7.03 0.15
S 2.05 5.68 0.16
O 2.94 4.56 0.15
O 1.01 5.57 1.43
C 0.61 4.34 2.03
C -0.12 4.75 3.31
C 0.82 5.43 -1.23
H 1.54 3.82 2.24
H -0.02 3.71 1.39
H 0.63 5.16 3.99
H -0.53 3.85 3.78
H -0.91 5.48 3.11
H 1.30 5.09 -2.15
H 0.15 6.29 -1.25
H 0.29 4.55 -0.86
O 4.93 -0.88 0.84
S 4.88 -2.11 1.70
O 5.58 -2.29 2.95
O 3.27 -2.52 2.01
C 2.24 -1.94 1.15
C 0.89 -2.15 1.85
C 5.16 -3.62 0.61
H 2.24 -2.51 0.22
H 2.36 -0.87 1.04
H 0.14 -1.42 1.55
H 1.01 -1.98 2.92
H 0.56 -3.19 1.77
H 6.22 -3.70 0.36
H 4.44 -3.56 -0.21
H 4.86 -4.47 1.22
```

=====

Computed, not measured: a molecular structure, C6H11N in a non-equilibrium geometry, with ωB97M-V/def2-TZVPD.

## Properties
Energy relative to the best compared isomer or geometry (same formula, charge and spin), kcal/mol: 45.8
Total energy, a.u.: -289.898773
Kohn-Sham gap, eV: 9.7295

XYZ file:
```
18
C6H11N, DFT ωB97M-V/def2-TZVPD
C 1.87 0.65 -0.49
C -0.48 -0.33 -1.02
C -0.31 -1.43 0.02
C -0.25 -0.47 1.26
C -0.47 0.86 0.55
C -1.64 0.49 -0.36
H 2.27 0.49 -1.49
H 2.28 -0.01 0.27
H 2.26 1.62 -0.17
H -0.51 -0.72 -2.01
H 0.67 -1.99 -0.06
H -1.13 -2.13 0.08
H -1.06 -0.74 1.99
H 0.71 -0.39 1.82
H -0.27 1.75 1.18
H -2.54 0.18 0.15
H -1.81 1.38 -1.10
N 0.42 0.77 -0.62
```

=====

Computed, not measured: a gas-phase ion, C3H2NO2S (charge -1) in a non-equilibrium geometry, with ωB97M-V/def2-TZVPD.

## Properties
Energy relative to the best compared isomer or geometry (same formula, charge and spin), kcal/mol: 46.8
Total energy, a.u.: -718.933504
Total charge: -1
Kohn-Sham gap, eV: 6.4135

XYZ file:
```
9
C3H2NO2S, DFT ωB97M-V/def2-TZVPD
C -1.12 -0.10 -0.62
C -0.79 1.03 1.57
C 1.50 -0.50 -0.89
N -1.29 0.60 0.63
O 2.67 -0.86 -0.79
O -0.48 1.40 2.66
S 0.13 -1.37 -0.37
H -2.03 -0.68 -0.88
H 1.41 0.47 -1.31
```